<1>
{
  "formula": "C4H11N3O",
  "method": "the ωB97M-V functional and the def2-TZVPD basis",
  "e_lumo_ev": [-9.3, -9.3],
  "homo_lumo_gap_ev": [8.75, 8.76],
  "charge": 2,
  "species": ["C", "C", "C", "C", "N", "N", "N", "O", "H", "H", "H", "H", "H", "H", "H", "H", "H", "H", "H"],
  "positions_angstrom": [[1.940, -0.176, 0.158], [-1.901, 0.475, -0.581], [-1.898, -1.045, -0.217], [-0.354, -0.021, 1.166], [2.509, 0.842, -0.406], [2.566, -1.339, 0.327], [-0.901, 1.099, 0.381], [-0.862, -1.166, 0.833], [-1.889, 0.685, -1.607], [-2.858, 0.902, -0.395], [-2.919, -1.418, 0.002], [-1.398, -1.631, -0.986], [-0.131, 0.172, 2.322], [2.051, 1.721, -0.569], [3.204, 0.646, -1.032], [2.291, -2.028, 0.928], [3.533, -1.215, -0.018], [-0.258, 1.566, -0.193], [-1.398, 1.768, 1.041]],
  "mulliken_charge": [0.421, -0.557, -0.272, -0.180, -0.312, -0.282, -0.007, -0.163, 0.387, 0.395, 0.325, 0.302, 0.340, 0.211, 0.215, 0.249, 0.227, 0.270, 0.431]
}

<2>
{
  "formula": "C4H11N3O",
  "method": "the ωB97M-V functional and the def2-TZVPD basis",
  "e_lumo_ev": -7.2,
  "homo_lumo_gap_ev": 11.87,
  "charge": 2,
  "species": ["C", "N", "N", "C", "N", "C", "C", "O", "H", "H", "H", "H", "H", "H", "H", "H", "H", "H", "H"],
  "positions_angstrom": [[1.456, 1.251, 0.473], [0.934, 0.096, -0.160], [2.041, -0.625, -0.899], [0.161, -0.987, 0.704], [-1.337, -0.968, 0.564], [-2.266, -0.262, 0.085], [-2.788, 0.823, -0.700], [-3.541, -0.146, 0.163], [2.073, 1.882, -0.215], [0.784, 1.987, 0.870], [2.126, 1.044, 1.340], [2.093, -0.271, -1.762], [1.874, -1.649, -1.029], [2.946, -0.335, -0.401], [0.211, -0.730, 1.705], [0.480, -2.008, 0.452], [-1.652, -1.874, 0.999], [-2.818, 0.852, -1.812], [-2.775, 1.921, -0.377]],
  "mulliken_charge": [-1.112, 0.022, -0.309, -0.373, -0.148, 0.578, -0.306, -0.270, 0.406, 0.346, 0.477, 0.306, 0.382, 0.401, 0.368, 0.355, 0.319, 0.276, 0.281]
}

Ranking the structures above from most stable to least stable yields <1>, <2>.